This record from the OMol25 dataset describes a molecular structure, C48H46N6O2S5SiSn. The level of theory is ωB97M-V/def2-TZVPD.

```
109
Properties=species:S:1:pos:R:3:forces:R:3
Sn -1.579030 -0.686366 -0.838909 -0.1 -0.1 0.1
C -4.666279 -2.347313 2.958538 0.0 0.0 0.0
C -4.016213 -3.535454 2.262548 0.0 0.0 0.0
S -2.858936 -3.146596 0.912434 -0.1 0.0 0.0
C -3.750321 -3.673773 -0.573464 0.0 0.0 0.1
C -4.896543 -2.780399 -1.017242 0.0 0.0 0.0
S -4.377344 -1.089632 -1.443062 -0.1 0.2 0.1
C -5.320541 -0.035030 -0.298451 0.1 0.0 0.1
C -4.994343 -0.169974 1.186001 0.0 -0.2 0.0
S -5.951590 -1.470033 2.031972 0.0 0.0 0.0
H -3.918769 -1.624402 3.287848 0.0 0.0 0.0
H -5.170560 -2.712311 3.854810 0.0 0.0 0.0
H -4.768382 -4.220602 1.870398 0.0 0.0 0.0
H -3.422542 -4.087814 2.992932 0.0 0.0 0.0
H -4.125637 -4.685355 -0.410416 0.0 0.0 0.0
H -2.980976 -3.743616 -1.344200 -0.1 0.0 0.0
H -5.638325 -2.688100 -0.227140 0.0 0.0 0.0
H -5.378586 -3.195286 -1.902968 0.0 0.0 0.0
H -6.380150 -0.199426 -0.496533 0.0 0.0 0.0
H -5.085047 0.977717 -0.634535 0.0 0.0 0.0
H -5.214396 0.778265 1.678886 0.0 0.0 0.0
H -3.938802 -0.391530 1.327209 -0.1 0.0 0.0
N 5.708401 3.809857 -3.681108 0.0 0.0 0.0
C 4.706507 3.044321 -3.195529 0.0 0.0 0.0
C 4.100644 3.358924 -1.962251 0.0 0.0 0.0
C 3.084780 2.584499 -1.465782 0.0 0.0 0.0
C 2.657703 1.463427 -2.182532 0.0 0.1 -0.1
C 3.238978 1.139280 -3.412236 0.1 0.0 0.2
C 4.253510 1.919593 -3.908793 0.0 0.0 0.0
S 1.349898 0.492019 -1.640139 -0.1 -0.1 0.0
O 1.639724 -0.024735 -0.239025 0.1 0.2 0.1
O 1.156318 -0.613969 -2.541329 0.0 0.1 0.1
N 0.006017 1.265941 -1.336983 0.1 -0.2 -0.3
C -0.782637 1.627189 -2.411607 0.0 0.0 0.1
N -2.027612 1.107827 -2.333215 0.2 -0.1 -0.1
C -2.907166 1.446452 -3.286876 0.0 0.0 0.2
C -2.549712 2.280500 -4.317680 0.0 0.1 0.0
C -1.227670 2.719414 -4.334912 0.0 0.0 0.0
N -0.349074 2.407280 -3.391148 0.0 0.1 -0.1
H 6.029877 4.619897 -3.183823 0.0 0.0 0.0
H 6.145836 3.597440 -4.558871 0.0 0.0 0.0
H 4.445347 4.218845 -1.402361 0.0 0.0 0.0
H 2.634369 2.847599 -0.517506 0.0 0.0 0.0
H 2.899301 0.268951 -3.954693 0.0 0.0 0.0
H 4.715147 1.665951 -4.854298 0.0 0.0 0.0
H -3.902925 1.026167 -3.204425 0.0 0.0 0.0
H -3.254913 2.567278 -5.082704 0.0 0.0 0.0
H -0.860171 3.346012 -5.139423 0.0 0.0 0.0
C 6.922769 -0.286117 -0.653800 0.0 0.0 0.0
C 5.968403 -1.265129 -0.903707 0.0 0.0 0.0
C 4.711055 -1.163115 -0.331181 0.1 0.1 0.0
C 4.392344 -0.079771 0.497753 0.0 0.0 0.0
C 5.360935 0.895972 0.735890 0.0 0.0 0.0
C 6.621621 0.792355 0.164946 0.0 0.0 0.0
Si 2.683191 0.041479 1.160469 -0.1 -0.2 -0.1
C 2.283516 1.592699 2.084651 0.0 0.1 -0.1
C 2.992381 1.843222 3.264017 0.0 0.0 0.0
C 2.746593 2.984120 4.013240 0.0 0.0 0.0
C 1.786218 3.893739 3.592598 0.0 0.0 0.0
C 1.062284 3.652792 2.433130 0.0 0.0 0.0
C 1.303175 2.506185 1.687800 0.0 0.0 0.0
C 2.057462 -1.448546 2.056171 0.0 0.0 0.1
C 0.718652 -1.455669 2.467854 0.0 -0.1 0.0
C 0.192794 -2.540695 3.149158 0.0 0.0 0.0
C 1.003312 -3.631141 3.444152 0.0 0.0 0.0
C 2.333300 -3.634695 3.053195 0.0 0.0 0.0
C 2.857229 -2.549099 2.361248 0.0 0.0 0.0
H 7.906562 -0.368283 -1.097026 0.0 0.0 0.0
H 6.208487 -2.105875 -1.541142 0.0 0.0 0.0
H 3.970556 -1.929981 -0.536087 0.0 0.0 0.0
H 5.130932 1.744955 1.370300 0.0 0.0 0.0
H 7.368710 1.550397 0.359530 0.0 0.0 0.0
H 3.748616 1.142941 3.605102 0.0 0.0 0.0
H 3.307844 3.166073 4.920094 0.0 0.0 0.0
H 1.602553 4.791576 4.168204 0.0 0.0 0.0
H 0.311992 4.362315 2.107177 0.0 0.0 0.0
H 0.718058 2.328662 0.791398 0.0 0.0 0.0
H 0.082330 -0.599925 2.256759 0.0 0.0 0.0
H -0.842468 -2.532642 3.468276 0.0 0.0 0.0
H 0.599662 -4.473973 3.989850 0.0 0.0 0.0
H 2.964556 -4.481451 3.287937 0.0 0.0 0.0
H 3.898794 -2.562247 2.061726 0.0 0.0 0.0
S -1.780847 -3.067068 -5.309101 0.0 0.0 0.0
C -2.113846 -1.908828 -4.096333 0.0 -0.1 -0.1
N -1.651579 -2.160998 -2.910408 0.0 0.1 -0.1
C -0.955688 -3.368948 -2.902363 0.1 0.0 0.1
C -0.333069 -3.946650 -1.791605 0.0 0.0 0.0
C 0.301249 -5.157107 -1.954736 0.0 0.0 0.0
C 0.327686 -5.799025 -3.202297 0.0 0.0 0.0
C -0.280532 -5.241039 -4.305189 0.0 0.0 0.0
C -0.925179 -4.015008 -4.139914 0.0 0.0 0.0
H -2.689985 -1.024687 -4.330018 0.0 0.0 0.0
H -0.351530 -3.455688 -0.825257 0.0 0.0 0.0
H 0.786440 -5.623931 -1.108353 0.0 0.0 0.0
H 0.833311 -6.749863 -3.299692 0.0 0.0 0.0
H -0.260989 -5.738563 -5.264916 0.0 0.0 0.0
N -2.118382 1.067155 1.017812 0.0 0.2 -0.1
C -2.355161 1.898817 1.775134 0.0 0.1 0.1
C -2.686072 2.925280 2.719427 0.0 -0.1 -0.1
C -2.211880 2.835379 4.027298 0.0 0.0 0.0
C -2.559055 3.819913 4.935101 0.0 0.0 0.0
C -3.366863 4.878276 4.538712 0.0 0.0 0.0
C -3.834599 4.963373 3.232676 0.0 0.0 0.0
C -3.497470 3.985657 2.314444 0.0 0.0 0.0
H -1.578469 2.008134 4.319424 0.0 0.0 0.0
H -2.199317 3.762138 5.952996 0.0 0.0 0.0
H -3.636300 5.643590 5.254102 0.0 0.0 0.0
H -4.461980 5.791040 2.932600 0.0 0.0 0.0
H -3.851488 4.038587 1.293406 0.0 0.0 0.0
```
Forces are in eV/Å.

As for the net charge: +2. For the HOMO energy, the calculation gives -12.42 eV. As for the spin multiplicity: 1. The value obtained for the HOMO-LUMO gap is 0.2836 Ha. The total energy comes out at -131434.15940 eV. The largest force on an atom is 0.00682 Eh/bohr. Its LUMO energy is -0.173 Eh.

Here are the Löwdin charges for atoms 1 to 5, given in e:
1 Sn 1.24
2 C -0.53
3 C -0.50
4 S 0.78
5 C -0.52